No. 1
A 2-piece molecular cluster, C4H12 overall. Source: OMol25; level of theory: ωB97M-V/def2-TZVPD.

## Properties
* highest occupied orbital energy: -11.699 eV
* energy relative to the best compared isomer or geometry (same formula, charge and spin): 0.248 eV
* E_tot: -4342.281 eV
* SMILES: CC.CC
* LUMO energy: 1.16 eV
* HOMO-LUMO gap: 12.9 eV

The geometry in ORCA input format:
```
! RIJCOSX wB97M-V def2-TZVPD def2/J DEFGRID3
* xyz 0 1
C 0.26345 0.12391 2.89219
C 0.86954 0.94199 1.74644
H 0.74272 -0.84224 2.98360
H 0.23177 0.69331 3.82664
H -0.78064 -0.11649 2.69450
H 1.64449 1.59065 2.16675
H 1.35265 0.26880 1.04058
H 0.12654 1.57725 1.28347
C -0.49155 -0.05415 -1.71445
C -0.61109 -1.00570 -2.93065
H 0.38477 -0.31242 -1.12853
H -0.46096 1.00290 -1.97478
H -1.38241 -0.19719 -1.10181
H -0.04369 -1.91115 -2.74565
H -0.20194 -0.55873 -3.83517
H -1.64365 -1.20075 -3.20312
*
```

No. 2
A 3-piece molecular cluster, C22H44NO overall. Source: OMol25; level of theory: ωB97M-V/def2-TZVPD.

## Properties
* highest occupied orbital energy: -12.385 eV
* E_tot: -27058.963 eV
* LUMO energy: -4.47 eV
* HOMO-LUMO gap: 7.9 eV

The geometry in ORCA input format:
```
! RIJCOSX wB97M-V def2-TZVPD def2/J DEFGRID3
* xyz 1 1
C 3.84530 1.20524 1.01664
O 3.74138 2.59333 0.78514
C 2.99384 2.89826 -0.36980
C 1.52515 2.43284 -0.34142
C 0.66310 3.07112 0.77322
C -0.86466 2.72813 0.62274
C -1.09703 1.26290 0.25416
C -1.36216 0.32526 1.28118
C -1.54346 -1.02286 0.88164
C -1.44299 -1.38287 -0.43892
N -1.20405 -0.46918 -1.39273
C -1.04081 0.81423 -1.05411
H 4.66948 1.03385 1.72175
H 2.92085 0.78096 1.45989
H 4.05470 0.61997 0.09635
H 3.04265 3.96823 -0.63569
H 3.47646 2.37186 -1.22763
H 1.03615 2.66624 -1.30962
H 1.50687 1.32968 -0.26107
H 0.80674 4.16222 0.78407
H 0.97234 2.62504 1.73626
H -1.33950 2.92145 1.59941
H -1.36735 3.39074 -0.10267
H -1.42913 0.61963 2.33113
H -1.75228 -1.76752 1.65480
H -1.56493 -2.42088 -0.75653
H -1.11756 -0.71579 -2.37542
H -0.81993 1.55526 -1.82804
C -4.55408 -0.77879 3.64784
C -3.64057 -1.10433 4.82538
C -3.01844 -2.49829 4.74241
C -4.01535 -3.65833 4.76425
C -4.93458 -3.70074 5.98404
C -4.18473 -3.88362 7.29996
H -5.41178 -1.45057 3.60318
H -4.93762 0.23916 3.73806
H -4.00985 -0.85197 2.70083
H -4.19233 -0.98820 5.76071
H -2.83107 -0.36710 4.85439
H -2.30685 -2.61415 5.56446
H -2.42533 -2.56935 3.82117
H -3.45418 -4.59663 4.70998
H -4.63263 -3.62608 3.86088
H -5.63106 -4.53398 5.86224
H -5.54569 -2.79499 6.03401
H -3.59860 -4.80492 7.28888
H -4.88824 -3.94413 8.13128
H -3.50980 -3.04958 7.50098
C 3.63919 1.20625 -7.83494
C 2.66675 0.43178 -6.95200
C 2.19553 1.22312 -5.73227
C 3.29741 1.61798 -4.74672
C 4.11089 0.45534 -4.17941
C 3.27358 -0.52397 -3.36457
H 4.56058 1.45123 -7.30407
H 3.91181 0.61252 -8.70840
H 3.18863 2.13596 -8.18852
H 3.12372 -0.51214 -6.64139
H 1.79019 0.16523 -7.54897
H 1.42979 0.63852 -5.20868
H 1.69429 2.13481 -6.07313
H 2.83788 2.16801 -3.91636
H 3.98137 2.32122 -5.22868
H 4.89428 0.86326 -3.53476
H 4.62297 -0.08139 -4.98158
H 2.78329 -0.01245 -2.52892
H 3.90663 -1.31159 -2.95230
H 2.50483 -1.00442 -3.97397
*
```